Record 1
Density functional theory data (wB97M-V/def2-TZVPD) for a structure of composition C43H36ClN5O6PSV at a distorted geometry.

Total energy   -4529.34461 hartree
Gap between HOMO and LUMO (alpha / beta)   7.6551 / 7.4354 eV
⟨S²⟩   2.01
Highest occupied orbital energy (alpha / beta)   -7.953 / -7.976 eV
Max |F|   1.6 eV/A
Spin multiplicity   3

Each line ends with the Mulliken spin population.
Positions of all 94 atoms, in Å:
V -0.5623 0.6435 0.0611  1.995
C 0.7113 -0.7458 3.8486  0.002
C -0.2798 -0.6174 2.7363  0.014
O 0.1194 -0.0066 1.7227  -0.011
C -1.6038 -1.1399 2.8073  0.040
C -2.0510 -1.7893 3.9931  -0.002
C -3.3179 -2.2686 4.0973  0.007
C -4.1959 -2.1065 2.9943  0.005
C -3.8033 -1.4993 1.8406  0.005
C -2.4828 -0.9962 1.7016  0.009
O -2.1499 -0.4609 0.5736  -0.071
H 1.6383 -0.2623 3.5521  -0.001
H 0.8964 -1.7979 4.0762  0.001
H 0.3310 -0.2788 4.7597  0.000
H -1.3701 -1.9018 4.8270  0.000
H -3.6541 -2.7567 5.0007  0.001
H -5.2121 -2.4760 3.0708  0.000
H -4.4785 -1.3698 1.0032  0.002
N -2.3414 -2.6007 -1.3614  0.001
C -1.2906 -3.4753 -1.2430  0.002
C -1.5885 -4.8498 -1.2594  0.000
C -0.5945 -5.7980 -1.2614  0.000
C 0.7434 -5.4058 -1.2474  0.000
C 1.0387 -4.0577 -1.2128  -0.003
C 0.0512 -3.0600 -1.1983  0.005
P 0.5529 -1.2811 -1.2436  -0.022
C 0.6726 -0.9055 -3.0377  -0.023
C 0.7277 -1.9221 -3.9892  -0.004
C 0.9114 -1.6263 -5.3347  0.001
C 1.0455 -0.3069 -5.7415  -0.001
C 0.9694 0.7163 -4.8044  0.004
C 0.7758 0.4188 -3.4630  0.025
C 2.3120 -1.4575 -0.7334  -0.003
C 3.3602 -1.4056 -1.6441  0.003
C 4.6689 -1.6041 -1.2256  0.000
C 4.9471 -1.8544 0.1130  0.000
C 3.9022 -1.9214 1.0259  0.002
C 2.5941 -1.7312 0.5994  0.001
H -3.2585 -2.9799 -1.1946  0.000
H -2.2490 -1.6611 -1.0024  0.016
H -2.6311 -5.1484 -1.2807  0.000
H -0.8623 -6.8479 -1.2722  0.000
H 1.5401 -6.1366 -1.2596  0.000
H 2.0826 -3.7718 -1.1963  0.000
H 0.6209 -2.9542 -3.6820  0.000
H 0.9493 -2.4287 -6.0607  0.000
H 1.1954 -0.0765 -6.7890  0.000
H 1.0491 1.7505 -5.1140  0.000
H 0.6893 1.2320 -2.7499  0.021
H 3.1589 -1.2023 -2.6896  0.000
H 5.4731 -1.5683 -1.9506  0.000
H 5.9686 -2.0044 0.4393  0.000
H 4.1030 -2.1317 2.0692  0.000
H 1.7895 -1.8202 1.3178  -0.007
N 2.6144 4.9657 5.7007  0.000
C 1.9411 4.5777 4.5541  0.000
C 1.9249 5.4063 3.4291  0.000
C 1.2404 5.0312 2.2909  0.000
C 0.5461 3.8259 2.2620  0.008
C 0.5324 3.0071 3.3888  -0.006
C 1.2180 3.3811 4.5266  0.000
S -0.1889 3.3164 0.7739  -0.022
O -1.3121 2.3888 1.1141  -0.004
O -0.4576 4.4879 0.0114  -0.001
N 0.7672 2.2164 0.0510  0.054
C 2.0529 2.5770 -0.3814  -0.010
N 2.4881 3.8145 -0.1852  -0.001
C 3.7085 4.0778 -0.6396  0.001
C 4.4930 3.1359 -1.2799  -0.001
C 3.9343 1.8744 -1.4028  0.000
N 2.7212 1.5821 -0.9538  0.006
H 3.3267 5.6680 5.5979  0.000
H 2.8422 4.2500 6.3690  0.000
H 2.4559 6.3510 3.4525  0.000
H 1.2288 5.6692 1.4177  0.000
H -0.0513 2.0954 3.3806  0.003
H 1.1884 2.7543 5.4113  0.000
H 4.0690 5.0883 -0.4788  0.000
H 5.4767 3.3671 -1.6605  0.000
H 4.4818 1.0629 -1.8732  0.000
Cl -7.6719 -1.3555 -2.1884  0.000
C -6.1940 -0.4285 -2.0642  -0.001
C -5.1219 -0.7529 -2.8743  0.001
C -3.9415 -0.0272 -2.7472  0.000
C -3.8549 1.0160 -1.8437  0.000
C -4.9591 1.3507 -1.0666  0.000
C -6.1305 0.6194 -1.1566  0.000
C -2.6342 1.8629 -1.7212  0.000
O -2.6881 3.0469 -1.8943  0.007
O -1.4853 1.2039 -1.4414  -0.045
H -5.2041 -1.5666 -3.5833  0.000
H -3.0872 -0.2790 -3.3607  -0.001
H -4.8928 2.1845 -0.3791  0.000
H -6.9886 0.8609 -0.5441  0.000


Record 2
Density functional theory data (wB97M-V/def2-TZVPD) for a cluster of 8 separate species, C43H36F7O3 in total at a distorted geometry.

Charge   -1
Total energy   -2585.00078 hartree
Gap between HOMO and LUMO   7.4571 eV
Highest occupied orbital energy   -4.851 eV
Max |F|   2.7 eV/A
Spin multiplicity   1

Each line ends with the Mulliken charge.
Positions of all 89 atoms, in Å:
O 19.9975 -10.7526 -14.2669  -0.297
C 19.0252 -11.2874 -15.0974  0.583
O 19.2116 -12.4573 -15.5232  -0.702
O 18.0097 -10.5971 -15.2991  -0.564
H 20.6591 -11.4580 -14.3090  0.033
F 15.8380 -9.8081 -17.9773  -0.236
C 16.3535 -8.6447 -18.3816  -0.085
C 17.2334 -7.9789 -17.5395  0.409
C 17.9342 -6.8992 -18.0379  0.067
C 17.6120 -6.3566 -19.2722  -0.741
C 16.6080 -6.9443 -20.0247  -0.279
C 16.0048 -8.1251 -19.6095  -0.603
H 17.4946 -8.4661 -16.6020  0.065
H 18.7595 -6.4653 -17.4858  0.239
H 18.1632 -5.5388 -19.7168  0.385
H 16.3037 -6.4712 -20.9503  0.339
H 15.3076 -8.5853 -20.2976  0.416
F 14.7363 -11.1386 -15.2643  -0.322
C 14.4822 -10.3015 -14.2591  0.026
C 15.1531 -9.0968 -14.1558  0.108
C 14.8016 -8.2205 -13.1420  -0.470
C 13.7719 -8.5178 -12.2483  -0.577
C 13.1453 -9.7425 -12.3508  -0.421
C 13.5218 -10.6579 -13.3280  -0.327
H 15.9419 -8.8648 -14.8592  0.404
H 15.2871 -7.2515 -13.1578  0.397
H 13.5746 -7.7854 -11.4766  0.371
H 12.3367 -10.0351 -11.6899  0.347
H 12.9888 -11.5889 -13.4741  0.457
F 19.2265 -14.6906 -12.4646  -0.341
C 20.4428 -14.2866 -12.0609  0.318
C 21.3992 -13.9529 -12.9967  -0.154
C 22.6354 -13.5283 -12.5179  -0.301
C 22.8667 -13.4315 -11.1456  -0.615
C 21.8773 -13.7097 -10.2307  -0.523
C 20.6806 -14.2627 -10.6986  -0.371
H 21.2308 -14.0777 -14.0569  0.393
H 23.4675 -13.4364 -13.2044  0.405
H 23.8427 -13.0559 -10.8538  0.355
H 21.9179 -13.6375 -9.1520  0.372
H 19.8494 -14.4926 -10.0444  0.432
F 24.5897 -12.9855 -16.8469  -0.377
C 24.1628 -11.8217 -16.3102  0.268
C 24.8620 -11.2433 -15.2700  -0.433
C 24.3370 -10.1132 -14.6572  -0.676
C 23.1094 -9.6120 -15.0729  -0.034
C 22.4014 -10.2172 -16.0973  -0.318
C 22.9583 -11.3079 -16.7436  -0.341
H 25.8170 -11.6933 -15.0177  0.436
H 24.8998 -9.6858 -13.8384  0.383
H 22.7156 -8.7766 -14.5058  0.443
H 21.4396 -9.8339 -16.4009  0.197
H 22.4229 -11.8730 -17.4988  0.424
F 21.5428 -6.2376 -16.7938  -0.365
C 20.7594 -6.1451 -15.6962  0.083
C 20.8723 -5.0189 -14.9060  -0.553
C 20.1360 -4.9317 -13.7279  -0.411
C 19.4119 -6.0349 -13.2976  -0.583
C 19.3722 -7.1934 -14.0687  -0.661
C 20.0421 -7.2498 -15.2860  0.333
H 21.5392 -4.2123 -15.1849  0.418
H 20.1841 -4.0343 -13.1259  0.354
H 18.7507 -5.9966 -12.4387  0.370
H 18.8318 -8.0921 -13.7923  0.502
H 19.9634 -8.1598 -15.8680  0.532
F 16.8301 -13.2263 -13.8721  -0.333
C 16.8092 -13.2769 -12.5480  0.280
C 17.6068 -12.3862 -11.8458  0.179
C 17.5875 -12.3914 -10.4615  -0.873
C 16.8254 -13.3510 -9.7939  -0.352
C 15.9969 -14.2084 -10.4885  -0.607
C 15.9620 -14.1438 -11.8810  -0.381
H 18.2296 -11.6745 -12.3791  0.485
H 18.1891 -11.6705 -9.9250  0.433
H 16.9018 -13.4743 -8.7174  0.367
H 15.3560 -14.9476 -10.0270  0.385
H 15.5213 -14.8890 -12.5392  0.410
F 19.6191 -14.9483 -17.0765  -0.230
C 20.7025 -15.6759 -16.8015  0.336
C 21.8432 -15.0082 -16.3914  0.077
C 22.9878 -15.7747 -16.1890  -0.121
C 22.9101 -17.1591 -16.1375  -0.808
C 21.7741 -17.7808 -16.6403  -0.288
C 20.6335 -17.0490 -16.9266  -0.560
H 21.8479 -13.9271 -16.3962  0.153
H 23.9040 -15.2485 -15.9465  0.338
H 23.7857 -17.7493 -15.8991  0.372
H 21.7340 -18.8623 -16.7135  0.334
H 19.6937 -17.4739 -17.2499  0.422


Short version: relative energy (zero: lowest compared OMol25 entry of this formula, charge and spin) = 46.0 0.0 kJ/mol, in the order given.